This record from OMol25 describes a gas-phase ion, C22H32NO (charge +1). The level of theory is wB97M-V/def2-TZVPD.

```
! wB97M-V def2-TZVPD RIJCOSX def2/J DEFGRID3
* xyz 1 1
C 1.0364 2.9117 -1.1956
C -0.2498 2.1214 -1.4295
C -0.0288 0.6035 -1.1211
O -1.2514 -0.1145 -1.2253
C 0.3502 0.4424 0.2796
C 0.5034 0.1149 1.4244
C 0.7758 -0.1674 2.8173
N 0.1668 -1.4254 3.3576
C 0.5610 -1.4868 4.7810
C -1.3256 -1.4046 3.2959
C -1.9164 -1.6608 1.9141
C -1.3921 -2.9717 1.3432
C 0.1291 -2.9107 1.2939
C 0.6961 -2.6488 2.6842
C 1.0578 -0.0202 -1.9910
C 2.3981 0.1034 -1.6415
C 3.3856 -0.4372 -2.4447
C 3.0478 -1.1194 -3.6012
C 1.7151 -1.2739 -3.9377
C 0.7251 -0.7326 -3.1356
C -0.7536 2.3347 -2.8782
C -2.1993 2.8283 -2.7675
C -2.2144 3.5714 -1.4357
C -1.3824 2.6675 -0.5293
H 1.8043 2.6300 -1.9121
H 1.4182 2.7484 -0.1887
H 0.8323 3.9730 -1.3138
H -1.7239 0.2183 -1.9968
H 0.4036 0.6649 3.4242
H 1.8597 -0.2384 2.9565
H 0.1568 -2.3821 5.2502
H 0.1823 -0.6173 5.3164
H 1.6461 -1.5110 4.8720
H -1.6654 -0.4403 3.6794
H -1.6805 -2.1881 3.9707
H -2.9999 -1.7036 2.0285
H -1.6848 -0.8511 1.2253
H -1.7865 -3.1160 0.3399
H -1.7167 -3.8122 1.9608
H 0.5372 -3.8617 0.9501
H 0.4415 -2.1401 0.5918
H 0.4410 -3.4979 3.3237
H 1.7840 -2.5661 2.6394
H 2.6720 0.6221 -0.7345
H 4.4223 -0.3252 -2.1651
H 3.8187 -1.5364 -4.2304
H 1.4399 -1.8181 -4.8282
H -0.3097 -0.8902 -3.4019
H -0.1436 3.1035 -3.3524
H -0.6625 1.4396 -3.4935
H -2.9034 1.9932 -2.7322
H -2.4779 3.4638 -3.6057
H -3.2205 3.7306 -1.0522
H -1.7308 4.5422 -1.5472
H -0.9848 3.1959 0.3360
H -2.0038 1.8452 -0.1674
*
```

**ΔE to the lowest compared entry with this formula, charge and spin**: 195.68 kJ/mol
**Orbital gap**: 0.33902 Ha
**E_LUMO**: -2.37 eV
**HOMO level**: -11.60 eV
**SMILES string**: CC1([C@](O)(C#CC[N+]2(C)CCCCC2)c2ccccc2)CCCC1



This record from OMol25 describes a gas-phase ion, C22H32NO2 (charge +1). The level of theory is wB97M-V/def2-TZVPD.

```
! wB97M-V def2-TZVPD RIJCOSX def2/J DEFGRID3
* xyz 1 1
C 2.4686 -1.3615 5.9907
O 1.4465 -1.5174 5.0214
C 0.5041 -0.4507 4.9637
C 0.9106 0.6199 3.9435
C 0.9177 0.0512 2.5269
N 1.8845 -1.0714 2.4311
C 3.2762 -0.6861 2.0897
C 3.4353 -0.5394 0.5778
C 3.0943 -1.8491 -0.1448
O 1.7370 -2.2146 0.0444
C 0.7458 -1.6176 -0.7354
C 0.9672 -0.7032 -1.7516
C -0.1135 -0.1821 -2.4408
C -1.4221 -0.5429 -2.1393
C -2.5472 0.0459 -2.9703
C -3.9335 -0.1730 -2.3487
C -2.5084 -0.6671 -4.3301
C -2.3345 1.5492 -3.0746
C -2.0666 2.2626 -1.9092
C -1.8980 3.6339 -1.9349
C -1.9961 4.3223 -3.1324
C -2.2665 3.6254 -4.2955
C -2.4358 2.2506 -4.2674
C -1.6228 -1.4614 -1.1162
C -0.5544 -1.9890 -0.4165
H 2.0409 -1.2861 6.9923
H 3.0856 -2.2556 5.9326
H 3.0820 -0.4769 5.7948
H 0.3793 -0.0047 5.9538
H -0.4459 -0.9058 4.6691
H 0.1989 1.4423 3.9942
H 1.8941 1.0181 4.1990
H 1.1737 0.8216 1.7977
H -0.0754 -0.3305 2.2817
H 1.5946 -1.7336 1.6691
H 1.8448 -1.5411 3.3710
H 3.5340 0.2456 2.5963
H 3.9446 -1.4712 2.4496
H 4.4663 -0.2694 0.3540
H 2.7912 0.2588 0.2043
H 3.3352 -1.7806 -1.2080
H 3.6705 -2.6768 0.2791
H 1.9610 -0.3915 -2.0320
H 0.0709 0.5319 -3.2289
H -3.9734 0.2086 -1.3311
H -4.2011 -1.2269 -2.3495
H -4.6750 0.3626 -2.9372
H -3.3616 -0.3806 -4.9387
H -1.5924 -0.4377 -4.8688
H -2.5514 -1.7435 -4.1748
H -1.9886 1.7325 -0.9689
H -1.6935 4.1686 -1.0184
H -1.8662 5.3935 -3.1564
H -2.3491 4.1525 -5.2342
H -2.6494 1.7354 -5.1900
H -2.6174 -1.7794 -0.8510
H -0.7152 -2.7143 0.3675
*
```

**ΔE to the lowest compared entry with this formula, charge and spin**: 6.36 kJ/mol
**Orbital gap**: 0.32043 Ha
**E_LUMO**: -2.17 eV
**HOMO level**: -10.89 eV
**SMILES string**: COCCC[NH2+]CCCOc1ccc(C(C)(C)c2ccccc2)cc1



This record from OMol25 describes a molecular structure, C22H33AuCl3N6O4SSi2. The level of theory is wB97M-V/def2-TZVPD.

```
! wB97M-V def2-TZVPD RIJCOSX def2/J DEFGRID3
* xyz 1 1
Au 1.7425 0.5543 0.8072
N 1.9410 -0.4928 4.2638
C 2.2043 0.8679 4.1938
C 2.6063 1.4999 5.3819
C 2.8693 2.8478 5.3543
C 2.7511 3.5340 4.1455
C 2.3589 2.8227 3.0375
N 2.0653 1.5137 3.0556
C 1.8435 -1.5188 3.3490
C 1.6198 -2.7887 3.9268
C 1.5441 -3.8978 3.1304
C 1.6831 -3.7496 1.7503
C 1.8789 -2.4894 1.2583
N 1.9531 -1.3727 2.0204
H 1.9484 -0.8318 5.2104
H 2.7168 0.9264 6.2926
H 3.1834 3.3583 6.2542
H 2.9698 4.5878 4.0640
H 2.2836 3.3058 2.0703
H 1.5196 -2.8701 4.9999
H 1.3829 -4.8719 3.5718
H 1.6490 -4.5936 1.0786
H 1.9967 -2.3313 0.2017
C -0.1328 4.6906 -1.2703
Si 1.2151 3.3823 -1.2104
C 1.2668 2.4911 -2.8558
C 2.8376 4.2111 -0.7764
C 0.7089 2.1816 0.1641
H 0.0922 5.4313 -2.0385
H -0.2297 5.2211 -0.3220
H -1.1077 4.2624 -1.5103
H 1.2905 3.2284 -3.6600
H 0.3751 1.8779 -3.0036
H 2.1442 1.8562 -2.9684
H 3.2456 4.7055 -1.6598
H 3.6028 3.5231 -0.4179
H 2.6914 4.9812 -0.0166
H -0.2011 1.6195 -0.0666
H 0.6051 2.6767 1.1299
C -7.2143 -2.6043 -1.5745
C -5.8192 -2.0076 -1.4840
S -5.0537 -1.9890 -3.0957
O -5.7350 -1.0164 -3.8998
O -4.8973 -3.3485 -3.5364
C -3.4038 -1.3458 -2.8118
C -2.4360 -2.3960 -2.3014
N -1.1274 -1.7937 -2.0258
C -0.7604 -1.2268 -0.8502
N 0.4984 -0.8142 -0.8806
C 0.9873 -1.1333 -2.1092
C -0.0033 -1.7403 -2.8213
N 0.0410 -2.1324 -4.2051
O -1.0230 -2.2739 -4.7837
O 1.1429 -2.2066 -4.7050
C -1.6571 -1.1073 0.3282
H -7.6570 -2.6325 -0.5799
H -7.1773 -3.6188 -1.9673
H -7.8502 -1.9998 -2.2183
H -5.1751 -2.5931 -0.8251
H -5.8453 -0.9722 -1.1424
H -3.4873 -0.4841 -2.1479
H -3.0850 -0.9931 -3.7932
H -2.3087 -3.1698 -3.0522
H -2.7672 -2.8752 -1.3809
H 1.9913 -0.9055 -2.4293
H -2.1450 -2.0537 0.5611
H -2.4327 -0.3550 0.1739
H -1.0648 -0.8155 1.1943
Cl 4.4110 1.3317 -1.8759
Si 4.0332 0.6125 0.0100
Cl 5.2296 1.6488 1.3076
Cl 4.6760 -1.3386 -0.0137
*
```

**ΔE to the lowest compared entry with this formula, charge and spin**: 0.00 kJ/mol
**Orbital gap**: 0.25268 Ha
**E_LUMO**: -4.41 eV
**HOMO level**: -11.29 eV



This record from OMol25 describes a molecular structure, C22H33Cl2I2LuN5O3. The level of theory is wB97M-V/def2-TZVPD.

```
! wB97M-V def2-TZVPD RIJCOSX def2/J DEFGRID3
* xyz 1 1
Lu 0.7320 -1.7817 0.5578
C 4.4902 0.7068 1.0684
C 3.2463 1.4931 1.3417
N 3.2956 2.8071 1.3209
C 2.1819 3.5130 1.5936
C 0.9669 2.9462 1.8990
C -0.2279 3.8173 2.1844
O -1.3464 3.5114 1.3526
C 0.8840 1.5347 1.8852
C -0.3978 0.8897 2.1560
N -0.7340 -0.3159 1.8498
C -2.1068 -0.6533 2.0839
C -3.1336 0.2700 1.8889
C -4.4546 -0.1014 2.0822
C -4.7722 -1.4000 2.4505
C -3.7636 -2.3347 2.6297
C -2.4441 -1.9538 2.4459
I -0.9323 -3.3201 2.8011
C 2.0356 0.8001 1.6054
O 2.0034 -0.5116 1.5641
H 5.2991 1.3817 0.7994
H 4.3291 -0.0297 0.2779
H 4.7827 0.1346 1.9510
H 2.2833 4.5918 1.5650
H 0.0609 4.8672 2.0871
H -0.5842 3.6775 3.2068
H -1.0639 3.5737 0.4339
H -1.1391 1.5182 2.6402
H -2.8957 1.2708 1.5494
H -5.2390 0.6272 1.9288
H -5.8036 -1.6920 2.5908
H -4.0054 -3.3503 2.9101
Cl 2.7065 -3.2354 3.0957
C 3.3686 -4.2650 1.8400
Cl 2.7982 -3.7775 0.2044
H 3.0438 -5.2873 1.9903
H 4.4483 -4.1745 1.8316
C -0.4644 -3.1826 -0.9674
H -0.2103 -3.0705 -2.0332
H -1.5525 -3.0190 -0.9141
H -0.3268 -4.2500 -0.7473
N 3.4793 0.1148 -2.5984
C 2.7818 -0.9789 -2.2727
O 2.1961 -1.0552 -1.1871
C 2.7022 -2.0820 -3.2861
I 4.5136 -3.1921 -3.3460
H 3.6285 0.8238 -1.8961
H 4.0329 0.1375 -3.4382
H 2.5586 -1.6892 -4.2896
H 1.8989 -2.7609 -3.0186
C -2.4372 0.0778 -3.0471
C -2.0307 1.1776 -2.0645
C -1.0484 2.1435 -2.7154
C -3.2727 1.9221 -1.5889
N -1.4161 0.6406 -0.8241
N -0.2360 -0.1338 -1.0205
H -2.8848 0.5097 -3.9425
H -3.1711 -0.5948 -2.5989
H -1.5901 -0.5224 -3.3876
H -1.5343 2.6850 -3.5268
H -0.1871 1.6283 -3.1471
H -0.6823 2.8751 -1.9924
H -3.7690 2.4186 -2.4218
H -3.0140 2.6710 -0.8385
H -3.9904 1.2290 -1.1433
H -2.0868 0.0181 -0.3833
H 0.5310 0.4953 -1.2263
H -0.3303 -0.7846 -1.7998
*
```

**ΔE to the lowest compared entry with this formula, charge and spin**: 35.47 kJ/mol
**Orbital gap**: 0.28221 Ha
**E_LUMO**: -2.87 eV
**HOMO level**: -10.54 eV



This record from OMol25 describes 4 unconnected molecules or ions with the total composition C22H33F5IO12P2. The level of theory is wB97M-V/def2-TZVPD.

```
! wB97M-V def2-TZVPD RIJCOSX def2/J DEFGRID3
* xyz -1 1
C -2.0726 0.1020 -2.9121
C -1.4509 -1.0469 -2.4748
P -0.3737 -1.3520 -0.9473
C 0.7696 -1.7299 0.5934
C 2.0834 -2.4450 0.4524
O 3.1544 -1.8666 0.5373
C -1.6485 -2.6970 -0.2219
C -1.2328 -4.1248 -0.0618
O -0.2245 -4.6026 0.3267
I -2.8496 -5.6029 -0.5188
P 0.4694 -2.9997 -2.3053
O -0.4801 -4.1127 -2.7015
C -1.3143 -0.0016 0.0780
C -2.8523 -0.1239 0.1391
F -1.1101 1.3319 -0.3880
C 1.0323 -0.0801 -1.5550
F 0.5925 0.8331 -2.4920
F 1.4542 0.7259 -0.5326
C 2.3664 -0.5804 -2.2341
F 3.3689 0.3173 -1.9155
F 2.3024 -0.4960 -3.5865
H -1.7392 0.5696 -3.8457
H -2.8610 0.6223 -2.3935
H -1.6806 -1.9069 -3.1233
H 0.2379 -2.2984 1.3666
H 1.0366 -0.8365 1.1561
H 2.1399 -3.5360 0.2884
H -1.9615 -2.4597 0.8037
H -2.5199 -2.6882 -0.8718
H 1.7490 -3.5239 -1.9904
H 0.6587 -2.3192 -3.5400
H -1.0482 0.0709 1.1457
H -3.3121 0.8656 0.1694
H -3.3202 -0.6898 -0.6681
H -3.1450 -0.6144 1.0759
H 2.7908 -1.5356 -1.9334
C -3.3842 -2.8409 4.8248
C -1.9445 -2.3945 4.7113
C -1.4718 -1.4525 5.7943
O -0.4243 -0.7338 5.1307
C -0.7434 -0.7033 3.8126
O -0.2245 -0.0166 2.9958
O -1.7426 -1.5801 3.5421
H -3.7855 -3.0922 3.8438
H -3.4633 -3.7146 5.4712
H -4.0119 -2.0519 5.2429
H -1.2853 -3.2626 4.6257
H -1.0940 -1.9601 6.6787
H -2.2429 -0.7361 6.0887
C 2.7785 1.2368 2.0194
C 4.2605 1.3509 2.2676
C 4.8533 0.2270 3.0767
O 5.9960 0.8606 3.6808
C 5.6899 2.1728 3.8212
O 6.3124 2.9428 4.4851
O 4.5856 2.4871 3.1109
H 2.3286 2.2182 1.8714
H 2.5972 0.6309 1.1430
H 2.2671 0.7707 2.8640
H 4.7934 1.4828 1.3225
H 5.1515 -0.6279 2.4754
H 4.1870 -0.1059 3.8760
C -0.0581 4.6705 -5.8403
C -1.4789 4.4144 -5.3904
C -2.1095 5.5251 -4.5834
O -3.0716 4.8157 -3.7966
C -2.5776 3.5586 -3.6094
O -2.9862 2.7728 -2.8247
O -1.5363 3.3314 -4.4508
H 0.4763 3.7309 -5.9728
H -0.0479 5.2191 -6.7825
H 0.4914 5.2558 -5.1016
H -2.1046 4.1431 -6.2461
H -2.5914 6.2869 -5.1929
H -1.3972 6.0005 -3.9044
*
```

**Orbital gap**: 0.23746 Ha
**E_LUMO**: 2.10 eV
**HOMO level**: -4.36 eV



This record from OMol25 describes a molecular structure, C22H33MgNO3P2. The level of theory is wB97M-V/def2-TZVPD.

```
! wB97M-V def2-TZVPD RIJCOSX def2/J DEFGRID3
* xyz 2 1
C 4.7171 0.3197 -3.2682
C 4.9477 -1.0252 -3.0391
H 4.8001 1.0852 -2.4696
H 3.9442 0.7217 -3.9470
C 4.5255 -2.3123 -2.5268
C 3.5004 -2.6740 -1.6936
H 3.1341 -1.7999 -1.1615
H 2.5907 -3.0439 -2.1731
C 6.2320 -0.9894 -3.7325
H 6.5990 0.0204 -4.0118
H 6.1678 -1.5185 -4.6901
H 7.0029 -1.4084 -3.0833
C 5.3773 -3.3722 -3.1104
H 6.3161 -3.2782 -2.5565
H 5.4821 -3.2264 -4.1836
H 4.9058 -4.3291 -2.9235
Mg -1.6365 0.4336 0.5013
O -0.0782 0.4223 -0.6238
C -0.2347 0.4620 -1.9047
O -2.7485 -0.3656 -0.9500
C -2.2752 -0.8370 -2.0075
O -2.9477 -1.6508 -2.7902
N -1.0038 -0.5535 -2.5015
C -2.1072 -2.0542 -3.9200
C -0.7701 -1.4000 -3.7133
H -2.6001 -1.7084 -4.8292
H -2.0964 -3.1464 -3.9057
H -0.4601 -0.7554 -4.5344
H -0.0140 -2.1769 -3.5221
C 0.6913 1.3697 -2.5732
C 1.6502 1.9714 -1.7536
H 1.0102 0.8244 -3.4895
H 2.2105 1.0448 -1.3360
H 2.6001 2.4297 -2.2297
C -0.5945 3.6154 2.5141
P -1.8703 2.4267 2.0066
C -3.1401 3.4212 1.1588
C -2.6687 1.9529 3.5843
C -3.1892 2.8966 4.4754
C -3.7909 2.4684 5.6675
C -3.8850 1.1080 5.9573
C -3.3389 0.1556 5.0830
C -2.7117 0.5646 3.9055
P -1.8900 -0.5985 2.7524
C -3.2181 -1.7338 2.2131
C -0.7901 -1.6635 3.7233
H 0.0688 3.7932 1.6585
H 0.0001 3.1967 3.3352
H -1.0345 4.5667 2.8382
H -2.6671 3.9921 0.3484
H -3.8982 2.7550 0.7229
H -3.6233 4.1070 1.8649
H -3.1302 3.9616 4.2524
H -4.1766 3.2114 6.3708
H -4.3791 0.7775 6.8751
H -3.4041 -0.9066 5.3260
H -4.1424 -1.1722 2.0285
H -2.9176 -2.2245 1.2743
H -3.3913 -2.4959 2.9831
H -0.4183 -2.4665 3.0735
H 0.0701 -1.0825 4.0753
H -1.3019 -2.1060 4.5855
*
```

**Orbital gap (spin up / spin down)**: 0.17791 / 0.13796 Ha
**E_LUMO (spin up / spin down)**: -7.98 / -8.22 eV
**HOMO level (spin up / spin down)**: -12.82 / -11.98 eV



This record from OMol25 describes 4 unconnected molecules or ions with the total composition C22H33N2O10S. The level of theory is wB97M-V/def2-TZVPD.

```
! wB97M-V def2-TZVPD RIJCOSX def2/J DEFGRID3
* xyz -1 1
O 0.5688 4.2675 -0.0405
C 0.0414 3.0187 -0.6585
C -1.2381 3.1691 -1.6732
C -1.8205 1.7963 -2.3629
C -1.1462 0.3368 -1.9801
C 0.1503 0.1713 -0.9457
C 0.7594 1.5512 -0.2971
C 2.0621 1.6499 0.7108
N 2.5904 0.3165 1.1909
C 4.1022 0.5608 1.3595
C 4.7946 -0.3823 2.5096
C 6.4067 0.0641 2.5385
N 6.8019 0.7441 3.8333
S 7.5115 2.3151 3.3892
H 1.5491 4.2928 -0.2457
H -1.7042 4.2296 -1.9241
H -2.7109 1.8076 -3.1311
H -1.5839 -0.6620 -2.4523
H 0.6463 -0.8582 -0.6678
H 1.8987 2.4025 1.6088
H 2.9337 2.1321 0.0530
H 2.5291 -0.4206 0.4446
H 4.6454 0.3990 0.3216
H 4.2766 1.6888 1.7100
H 4.6760 -1.5122 2.2225
H 4.3091 -0.2311 3.5720
H 6.6016 0.8558 1.6659
H 7.1111 -0.8521 2.2886
H 8.2634 2.1722 2.1933
C 5.7879 -1.6297 6.3696
C 5.9125 -3.0984 6.0193
C 7.3174 -3.6185 6.0734
O 7.2668 -4.7124 5.1742
C 6.2879 -4.4182 4.2661
O 6.0880 -5.0415 3.2399
O 5.5628 -3.3282 4.6644
H 4.7962 -1.2532 6.0969
H 5.9458 -1.4672 7.4401
H 6.5149 -1.0257 5.8159
H 5.2351 -3.6929 6.6448
H 7.6044 -3.9510 7.0749
H 8.0632 -2.9048 5.7048
C -6.1503 0.6496 -5.8211
C -5.8470 2.0409 -5.3037
C -5.7452 3.0799 -6.3795
O -4.9047 4.0504 -5.7802
C -4.1155 3.3775 -4.8892
O -3.1487 3.8554 -4.3248
O -4.5573 2.0939 -4.7168
H -5.9893 -0.0955 -5.0347
H -7.1850 0.5779 -6.1697
H -5.4856 0.3793 -6.6488
H -6.5763 2.3232 -4.5344
H -6.7155 3.5126 -6.6393
H -5.2572 2.7191 -7.2923
C -8.2055 -1.7872 -0.7702
C -6.8835 -2.2032 -1.3822
C -5.6941 -1.9013 -0.5213
O -4.6530 -1.7920 -1.4762
C -5.2409 -1.3810 -2.6401
O -4.6333 -1.0053 -3.6256
O -6.6047 -1.4477 -2.5493
H -9.0025 -1.8191 -1.5208
H -8.4766 -2.4444 0.0616
H -8.1657 -0.7570 -0.3998
H -6.9187 -3.2614 -1.6694
H -5.4815 -2.6984 0.1967
H -5.7713 -0.9477 0.0137
*
```

**Orbital gap**: 0.13090 Ha
**E_LUMO**: 1.59 eV
**HOMO level**: -1.97 eV



Quick rundown of max |F|, same order as above: 1.08 0.77 1.35 1.03 2.39 5.27 5.10 eV/Å
Quick rundown of molar mass, same order as above: 326.5 342.5 837.1 915.2 773.3 445.8 517.6 g/mol
Quick rundown of calculated total energy, same order as above: -26863.5964 -28912.4538 -108326.4837 -111806.7337 -88181.5053 -54982.7419 -57629.2359 eV